Molecular formula: C54H132N8O2
Method: DFT, the ωB97M-V functional and the def2-TZVPD basis

The electronic energy is -74145.3572 eV. The SMILES is CCN(CC)CC.CCN(CC)CC.CCN(CC)CC.CCN(CC)CC.CCN(CC)CC.CCN(CC)CC.CCN(CC)CC.CCN(CC)CC.CC(C)=O.CC(C)=O. The lowest unoccupied orbital energy comes out at 0.60 eV. The relative energy (zero: lowest compared OMol25 entry of this formula, charge and spin) comes out at 5.400 eV. The calculation puts the HOMO-LUMO gap at 0.3166 hartree. Its strongest force on any atom is 3.410 eV/Å.

CARTESIAN COORDINATES (ANGSTROEM)
C -0.593 4.364 -0.206
C -0.278 5.240 -1.473
N -1.376 5.204 -2.447
C -0.965 5.378 -3.846
C -2.187 5.322 -4.875
C -2.450 5.965 -1.925
C -2.161 7.490 -1.973
H -1.325 3.567 -0.341
H -1.136 4.920 0.557
H 0.293 3.854 0.173
H 0.101 6.226 -1.203
H 0.550 4.746 -1.982
H -0.385 6.287 -4.006
H -0.289 4.595 -4.191
H -2.917 6.058 -4.539
H -1.783 5.575 -5.855
H -2.581 4.306 -4.921
H -2.662 5.808 -0.868
H -3.353 5.990 -2.535
H -2.429 7.998 -2.899
H -1.108 7.772 -1.997
H -2.669 8.048 -1.187
C 4.541 4.222 1.411
C 5.306 3.777 0.104
N 4.525 4.053 -1.148
C 5.215 3.823 -2.479
C 6.301 4.974 -2.736
C 3.149 3.597 -1.199
C 3.087 2.030 -0.973
H 5.176 4.432 2.272
H 3.858 3.437 1.735
H 3.899 5.092 1.278
H 6.098 4.525 0.068
H 5.679 2.755 0.161
H 5.719 2.857 -2.501
H 4.418 3.750 -3.219
H 6.986 4.987 -1.888
H 6.866 4.819 -3.655
H 5.863 5.968 -2.641
H 2.526 3.873 -2.049
H 2.481 4.089 -0.492
H 3.860 1.494 -0.422
H 2.772 1.533 -1.890
H 2.183 1.789 -0.413
C -4.402 0.091 4.291
C -4.313 1.450 3.668
N -5.499 1.715 2.843
C -5.534 0.939 1.559
C -4.295 1.073 0.661
C -5.567 3.209 2.655
C -6.925 3.785 2.273
H -5.055 -0.528 3.675
H -4.943 0.113 5.237
H -3.371 -0.187 4.506
H -4.134 2.131 4.500
H -3.373 1.627 3.146
H -5.714 -0.102 1.828
H -6.244 1.402 0.874
H -3.398 0.704 1.158
H -4.403 0.312 -0.113
H -4.000 2.045 0.265
H -4.764 3.525 1.989
H -5.294 3.660 3.609
H -7.727 3.274 2.805
H -7.162 3.614 1.223
H -7.007 4.842 2.527
C 2.048 -1.654 -2.265
C 2.706 -1.118 -3.615
N 3.932 -1.805 -4.034
C 5.072 -1.820 -3.070
C 5.663 -0.419 -2.670
C 4.414 -1.415 -5.301
C 4.683 -2.620 -6.201
H 2.764 -1.471 -1.465
H 2.063 -2.744 -2.294
H 1.146 -1.116 -1.976
H 1.979 -0.982 -4.415
H 3.042 -0.091 -3.476
H 5.894 -2.422 -3.458
H 4.696 -2.085 -2.082
H 6.261 -0.474 -1.761
H 4.862 0.245 -2.345
H 6.167 0.146 -3.454
H 3.638 -0.810 -5.769
H 5.162 -0.632 -5.179
H 5.326 -2.291 -7.017
H 5.238 -3.346 -5.607
H 3.765 -2.977 -6.666
C 7.227 -1.835 3.188
C 5.694 -2.018 3.071
N 5.081 -1.323 1.912
C 5.180 -2.033 0.607
C 4.395 -3.379 0.607
C 5.468 0.129 1.915
C 5.109 0.851 3.199
H 7.591 -0.844 3.459
H 7.692 -2.015 2.219
H 7.679 -2.415 3.994
H 5.291 -3.015 2.889
H 5.280 -1.669 4.017
H 4.661 -1.412 -0.123
H 6.199 -2.218 0.267
H 4.039 -3.589 -0.402
H 5.074 -4.170 0.925
H 3.602 -3.306 1.351
H 4.817 0.596 1.177
H 6.498 0.214 1.570
H 4.066 0.592 3.380
H 5.225 1.932 3.120
H 5.684 0.402 4.009
C -1.673 -3.084 4.097
C -0.541 -2.670 5.031
N -0.964 -2.772 6.425
C -1.476 -4.116 6.719
C -2.367 -4.165 8.041
C 0.076 -2.273 7.255
C -0.463 -1.536 8.554
H -1.430 -2.683 3.114
H -2.603 -2.571 4.342
H -2.036 -4.105 3.974
H 0.417 -3.103 4.744
H -0.292 -1.640 4.776
H -2.067 -4.530 5.902
H -0.674 -4.841 6.857
H -3.020 -3.293 7.989
H -2.965 -5.070 7.933
H -1.859 -4.083 9.002
H 0.712 -1.545 6.753
H 0.672 -3.097 7.647
H -1.548 -1.616 8.623
H -0.374 -0.459 8.410
H -0.013 -1.881 9.485
C -2.907 -3.734 -1.093
C -4.261 -3.122 -1.541
N -5.257 -3.869 -0.750
C -5.312 -5.367 -1.078
C -5.254 -5.771 -2.638
C -6.572 -3.248 -0.996
C -7.515 -3.553 0.110
H -2.488 -3.123 -0.293
H -2.282 -3.878 -1.975
H -2.919 -4.721 -0.630
H -4.280 -2.049 -1.351
H -4.388 -3.285 -2.612
H -4.677 -5.975 -0.434
H -6.263 -5.778 -0.738
H -4.235 -5.598 -2.983
H -5.541 -6.820 -2.700
H -6.051 -5.315 -3.225
H -6.967 -3.518 -1.976
H -6.451 -2.165 -0.999
H -6.978 -3.248 1.008
H -7.767 -4.605 0.241
H -8.521 -3.136 0.060
C -3.676 -2.061 -5.612
C -2.331 -2.787 -5.733
N -1.275 -1.789 -5.558
C -1.190 -1.526 -4.078
C -0.948 0.034 -4.050
C 0.005 -2.247 -6.069
C 0.191 -2.418 -7.602
H -4.247 -2.724 -6.263
H -3.883 -1.055 -5.976
H -4.074 -2.180 -4.604
H -2.115 -3.553 -4.990
H -2.364 -3.245 -6.722
H -0.349 -2.077 -3.656
H -2.029 -1.811 -3.443
H -0.013 0.303 -4.541
H -0.724 0.405 -3.050
H -1.841 0.572 -4.368
H 0.772 -1.511 -5.829
H 0.274 -3.170 -5.557
H -0.393 -3.279 -7.925
H 0.046 -1.638 -8.349
H 1.206 -2.744 -7.829
C -0.533 -0.095 0.113
C 0.439 0.033 1.245
O 0.729 1.083 1.793
C 1.281 -1.255 1.486
H -0.083 -0.010 -0.876
H -1.025 0.858 0.307
H -1.331 -0.832 0.201
H 2.303 -0.878 1.521
H 1.087 -2.065 0.784
H 0.941 -1.481 2.497
C -1.342 2.156 4.687
C 0.033 2.497 5.170
O 0.229 3.481 5.811
C 1.141 1.444 5.058
H -1.485 2.167 3.606
H -2.199 2.745 5.015
H -1.629 1.162 5.029
H 1.640 1.400 6.026
H 1.810 1.695 4.235
H 0.571 0.545 4.824